# C2H8BNO3

2 unconnected molecules or ions with the total composition C2H8BNO3 at a distorted geometry (wB97M-V/def2-TZVPD, the OMol25 dataset).

As for the charge: 0. For the total energy, the calculation gives -10507.3963 eV. For the molar mass, the calculation gives 104.9 g mol⁻¹. The largest force on an atom comes out at 3.35 eV Å⁻¹. The HOMO-LUMO gap (spin up / spin down) is 0.303 / 0.258 hartree. For the LUMO energy (spin up / spin down), the calculation gives 0.0010 / 0.0059 hartree. As for the HOMO energy (spin up / spin down): -8.22 / -6.85 eV.

Element x y z (Å)
B 0.6989 0.1681 0.5773
C 2.1678 -1.8390 0.7044
C 0.6631 1.6427 -1.5598
N -2.7983 -0.0055 0.1509
O 1.2216 -0.8766 1.2772
O 0.8686 0.9333 -0.4418
O -2.6786 0.6135 1.5865
H 2.8185 -2.1458 1.5337
H 2.7200 -1.4480 -0.1859
H 1.6160 -2.6127 0.2908
H 0.7750 2.6621 -1.5329
H -1.8532 1.0646 1.7059
H -0.1538 1.3008 -2.0872
H -2.0352 -0.6938 0.2551
H -3.7504 -0.3634 0.3329